## 1
Density functional theory data (ωB97M-V/def2-TZVPD) for a 2-piece molecular cluster, C5H11O2 overall.

Cartesian coordinates (Å):
C -0.005 -0.064 2.238
C 0.943 0.154 1.072
C -0.931 -1.268 1.970
H 0.627 -0.302 3.102
H -0.628 0.810 2.434
H 1.562 1.053 1.232
H 0.433 0.527 0.177
H -1.103 -1.351 0.900
H -0.389 -2.185 2.211
H 1.571 -0.696 0.828
H -1.891 -1.200 2.476
C -0.223 0.037 -2.796
C 0.305 1.484 -2.489
O -0.593 2.302 -2.192
O 1.541 1.630 -2.544
H -1.311 0.050 -2.663
H 0.162 -0.738 -2.121
H -0.070 -0.244 -3.833

The net charge is -1. The calculation puts the HOMO energy at -0.1427 hartree. The value obtained for the LUMO energy is 3.672 eV.

Atomic charges from the Löwdin analysis, expressed in e, are listed below: -0.319 -0.128 -0.129 0.087 0.096 0.076 0.063 0.060 0.062 0.073 0.057 -0.071 -0.823 -0.117 -0.111 0.043 0.041 0.040


## 2
Density functional theory data (ωB97M-V/def2-TZVPD) for a 2-piece molecular cluster, C5H11O2 overall.

Cartesian coordinates (Å):
C -0.420 -1.217 1.766
C 0.038 -0.595 3.116
H 0.435 -1.546 1.188
H -1.040 -2.090 2.005
H -1.110 -0.554 1.256
H 1.122 -0.432 3.044
H -0.102 -1.191 4.008
H -0.335 0.428 3.127
C 0.342 0.438 -1.381
C -0.180 -0.143 -2.709
C 0.407 1.999 -1.486
O 0.985 2.460 -2.518
O -0.093 2.668 -0.556
H -0.325 0.209 -0.563
H 1.354 0.177 -1.080
H 0.555 -0.401 -3.472
H -0.679 0.676 -3.238
H -0.956 -0.886 -2.504

The net charge is -1. The calculation puts the HOMO energy at -0.1376 hartree. The value obtained for the LUMO energy is 3.624 eV.

Atomic charges from the Löwdin analysis, expressed in e, are listed below: -0.165 -0.162 0.057 0.051 0.052 0.055 0.046 0.060 -0.194 -0.126 -0.761 -0.122 -0.102 0.048 0.093 0.057 0.061 0.050


## 3
Density functional theory data (ωB97M-V/def2-TZVPD) for a 2-piece molecular cluster, C5H11O2 overall.

Cartesian coordinates (Å):
C 0.882 1.959 1.271
C -0.147 2.347 0.151
C 0.745 0.426 1.518
O -0.175 0.122 2.303
O 1.584 -0.284 0.926
H 1.885 2.309 1.025
H 0.465 2.593 2.055
H -1.080 2.380 0.717
H -0.291 1.715 -0.726
H 0.013 3.353 -0.255
C -0.511 -2.574 -1.721
C -0.653 -1.651 -0.490
H -0.064 -3.513 -1.376
H -1.364 -2.632 -2.393
H 0.341 -2.237 -2.330
H 0.361 -1.513 -0.118
H -0.811 -0.653 -0.870
H -1.179 -2.145 0.312

The net charge is -1. The calculation puts the HOMO energy at -0.1470 hartree. The value obtained for the LUMO energy is 4.011 eV.

Atomic charges from the Löwdin analysis, expressed in e, are listed below: -0.181 -0.131 -0.775 -0.075 -0.096 0.081 0.081 0.059 0.049 0.045 -0.189 -0.162 0.051 0.042 0.052 0.032 0.051 0.066


1 takes first place; second place is 0.379 eV up.


## 1
Density functional theory data (ωB97M-V/def2-TZVPD) for a 2-piece molecular cluster, C5H11O2 overall.

Cartesian coordinates (Å):
C -0.500 -1.385 1.276
C -0.984 -0.460 2.380
C -1.453 -1.415 -0.010
O -1.750 -2.549 -0.427
O -1.702 -0.268 -0.448
H 0.476 -1.135 0.847
H -0.396 -2.416 1.626
H -1.503 -1.012 3.174
H -1.599 0.353 2.026
H -0.120 -0.058 2.916
C 1.824 1.155 -2.088
C 0.549 1.517 -1.308
H 2.054 0.110 -1.852
H 1.599 1.210 -3.150
H 2.739 1.643 -1.750
H 0.461 2.603 -1.353
H -0.334 0.933 -1.584
H 0.638 1.171 -0.274

The net charge is -1. The calculation puts the HOMO energy at -0.1416 hartree. The value obtained for the LUMO energy is 3.952 eV.

Atomic charges from the Löwdin analysis, expressed in e, are listed below: -0.199 -0.139 -0.736 -0.090 -0.105 0.081 0.081 0.057 0.056 0.048 -0.183 -0.173 0.054 0.050 0.049 0.053 0.045 0.051


## 2
Density functional theory data (ωB97M-V/def2-TZVPD) for a 2-piece molecular cluster, C5H11O2 overall.

Cartesian coordinates (Å):
C -1.374 1.128 0.446
C -2.365 1.855 1.195
C -2.137 -0.247 0.048
O -2.019 -1.229 0.806
O -2.783 -0.417 -1.029
H -1.099 1.746 -0.396
H -0.626 0.673 1.093
H -3.354 2.113 0.621
H -2.252 2.603 1.867
H -2.768 1.115 1.942
C 2.364 -1.831 -0.903
C 2.859 -0.336 -0.755
H 2.939 -2.748 -0.618
H 1.568 -1.841 -0.111
H 2.099 -2.143 -1.935
H 3.860 -0.360 -1.292
H 2.913 -0.390 0.404
H 2.175 0.311 -1.381

The net charge is -1. The calculation puts the HOMO energy at -0.1233 hartree. The value obtained for the LUMO energy is 3.572 eV.

Atomic charges from the Löwdin analysis, expressed in e, are listed below: -0.211 -0.193 -0.742 -0.111 -0.130 0.087 0.092 0.116 0.005 0.088 -0.216 -0.176 0.053 0.066 0.056 0.051 0.088 0.076


1 takes first place; second place is 2.026 eV up.


## 1
Density functional theory data (ωB97M-V/def2-TZVPD) for a 2-piece molecular cluster, C3H10N4O2 overall.

Cartesian coordinates (Å):
H -0.544 1.921 0.363
N -1.117 1.137 0.707
C -0.583 -0.010 0.687
N 0.778 -0.285 0.511
C 1.385 -1.538 0.423
N 1.751 0.643 0.200
C 1.929 0.681 -1.324
H -1.139 -0.890 0.931
H 0.538 -2.306 0.432
H 1.927 -1.746 -0.539
H 1.945 -1.632 1.396
H 1.404 1.487 0.703
H 2.250 -0.287 -1.661
H 0.896 0.684 -1.754
H 2.611 1.488 -1.636
O -4.424 -1.065 -0.037
N -3.430 -0.452 0.183
O -3.560 0.963 0.039
H -2.620 1.207 0.374

The calculation puts the HOMO energy at -0.3312 hartree. The value obtained for the LUMO energy is 0.724 eV.

Atomic charges from the Löwdin analysis, expressed in e, are listed below: 0.080 0.072 -0.210 -0.268 -0.098 -0.068 -0.056 0.105 0.109 0.088 0.110 0.120 0.039 0.088 0.085 0.008 -0.119 -0.077 -0.009


## 2
Density functional theory data (ωB97M-V/def2-TZVPD) for C3H10N4O2 as an isolated structure.

Cartesian coordinates (Å):
C -1.835 1.213 -0.230
C -0.360 -0.666 0.152
N -0.276 -1.750 1.072
N -0.449 -1.179 -1.172
N -1.120 0.356 0.663
H -0.252 -1.409 2.025
H 0.526 -2.333 0.867
H -1.278 -1.744 -1.313
H -0.334 -0.474 -1.885
H -1.351 1.381 -1.196
H -2.041 2.160 0.266
H -2.796 0.708 -0.412
C 1.119 0.547 0.241
N 2.271 -0.132 0.562
O 1.211 1.004 -1.088
O 0.704 1.429 1.129
H 1.111 1.963 -0.998
H 2.331 -0.518 1.489
H 2.818 -0.555 -0.172

The calculation puts the HOMO energy (alpha / beta) at -0.2878 / -0.2806 hartree. The value obtained for the LUMO energy (alpha / beta) is -1.093 / -0.172 eV.

Atomic charges from the Löwdin analysis, expressed in e, are listed below: -0.105 -0.561 0.108 0.109 0.077 0.092 0.079 0.093 0.067 0.075 0.086 0.100 -0.673 0.182 0.024 -0.093 0.121 0.107 0.111


2 takes first place; second place is 1.377 eV up.


## 1
Density functional theory data (ωB97M-V/def2-TZVPD) for a 2-piece molecular cluster, C2H4F2OS overall.

Cartesian coordinates (Å):
C -0.627 -0.623 1.217
C -0.183 -0.243 -0.083
O 0.050 1.281 -2.086
F 1.792 0.800 -0.685
F 0.621 -1.139 -0.724
S -0.807 1.163 -0.808
H -1.394 -0.005 1.664
H -0.994 -1.721 1.094
H 0.247 -0.415 1.868
H 1.294 0.903 -1.456

The calculation puts the HOMO energy (alpha / beta) at -0.3471 / -0.3471 hartree. The value obtained for the LUMO energy (alpha / beta) is -0.609 / -0.609 eV.

Atomic charges from the Löwdin analysis, expressed in e, are listed below: -0.090 -0.585 -0.575 -0.123 0.054 1.047 0.082 0.143 0.119 -0.072


## 2
Density functional theory data (ωB97M-V/def2-TZVPD) for a 2-piece molecular cluster, C2H4F2OS overall.

Cartesian coordinates (Å):
C -0.411 -0.368 -1.723
C -0.157 0.628 1.656
O 1.789 1.370 0.055
F -1.642 -0.740 -1.386
F -1.386 0.067 1.586
S 0.331 1.453 0.049
H -0.366 0.196 -2.643
H 0.337 -1.118 -1.512
H -0.179 1.411 2.422
H 0.591 -0.134 1.889

The calculation puts the HOMO energy (alpha / beta) at -0.3209 / -0.3167 hartree. The value obtained for the LUMO energy (alpha / beta) is -0.017 / -0.636 eV.

Atomic charges from the Löwdin analysis, expressed in e, are listed below: -0.099 -0.398 -0.590 -0.048 -0.074 0.901 0.061 0.067 0.088 0.092


1 takes first place; second place is 1.200 eV up.